1.
Molecular formula: C4H11Cl4N2O5Sn
Method: DFT, wB97M-V/def2-TZVPD

Structure (XYZ):
```
27
Properties=species:S:1:pos:R:3
Sn 3.405 0.773 -2.447
Cl -0.420 1.079 3.406
Cl -1.383 -3.044 3.609
Cl 2.155 -0.509 3.529
Cl -1.758 -1.562 1.167
O 0.919 2.706 0.700
O 2.199 -0.872 -0.305
O -1.380 0.338 -3.675
O 0.704 -0.131 -3.726
O 0.608 1.876 -1.306
N -0.437 -0.368 -3.377
N 0.142 2.408 -0.291
C -1.389 2.658 -0.240
C -0.550 -1.584 -2.492
C 1.229 0.849 2.785
C -0.803 -2.820 1.976
H -1.141 -1.350 -1.608
H -1.116 -2.364 -3.001
H -1.822 1.738 0.152
H -0.902 -3.775 1.460
H -1.832 2.765 -1.230
H 1.442 -0.455 0.151
H -1.590 3.586 0.296
H 1.268 0.717 1.704
H 0.441 -1.915 -2.179
H 1.778 1.751 3.055
H 0.233 -2.494 1.888
```

## Properties
<S²>: 0.76
Net charge: +2
LUMO level (spin up / spin down): -9.671 / -12.745 eV
2S+1: 2
HOMO-LUMO gap (spin up / spin down): 6.87 / 3.22 eV



2.
Molecular formula: C4H11ClGeO5Pt
Method: DFT, wB97M-V/def2-TZVPD

Structure (XYZ):
```
23
Properties=species:S:1:pos:R:3
Pt 1.939 -0.635 0.988
Ge -0.996 -0.439 -0.451
Cl 2.761 2.344 1.599
O 2.888 1.076 0.533
O 2.926 -1.829 -0.034
O 1.746 3.190 1.041
O 4.079 2.897 1.493
O 1.059 -0.030 2.483
C -0.043 0.128 -2.057
C -1.420 1.091 0.681
C 0.188 -1.669 0.531
C -2.594 -1.475 -0.885
H -2.124 1.744 0.166
H 0.245 -0.732 -2.663
H -0.526 1.672 0.906
H -3.305 -0.868 -1.443
H -3.078 -1.821 0.028
H 0.856 0.687 -1.796
H 0.491 -2.523 -0.073
H -0.209 -2.010 1.485
H -0.677 0.776 -2.663
H -2.332 -2.344 -1.488
H -1.873 0.770 1.620
```

## Properties
<S²>: 6.03
LUMO level (spin up / spin down): -0.505 / -3.933 eV
2S+1: 5
Energy relative to the best compared isomer or geometry (same formula, charge and spin): 0.0 kcal/mol
HOMO-LUMO gap (spin up / spin down): 9.91 / 6.71 eV



> <S²> of number 2 (C4H11ClGeO5Pt)?

6.03



> Among the records above, which one has the lowest 2S+1?

C4H11Cl4N2O5Sn